Entry one
C6H10O as an isolated structure. Source: the Open Molecules 2025 dataset; level of theory: ωB97M-V with the def2-TZVPD basis set.

Structure (ORCA input):
```
! RIJCOSX wB97M-V def2-TZVPD def2/J DEFGRID3
* xyz 0 1
O 0.70714 1.57762 1.11450
C -0.10893 -1.53686 0.40413
C 0.53111 0.97884 -1.11878
C -0.18359 1.46922 0.08158
C -1.35187 -0.70168 0.51043
C 1.10617 -0.81352 -0.16030
C -1.40566 0.61989 0.37295
H 1.50480 1.43042 -1.32713
H -0.06382 0.72459 -2.00611
H 1.29210 -1.09200 -1.19399
H -0.33055 -2.43534 -0.19288
H 2.04862 -1.14121 0.33615
H -2.34342 1.15108 0.51376
H 1.22361 0.45105 0.71072
H -2.25390 -1.25497 0.76803
H -0.48621 2.48185 -0.22949
H 0.11442 -1.90897 1.41642
*
```

## Properties
HOMO-LUMO gap: 9.7 eV
LUMO: 0.59 eV

=====

Entry two
One molecule with the formula C6H10O. Source: the Open Molecules 2025 dataset; level of theory: ωB97M-V with the def2-TZVPD basis set.

Structure (ORCA input):
```
! RIJCOSX wB97M-V def2-TZVPD def2/J DEFGRID3
* xyz 0 1
O -0.78090 2.10179 0.53276
C 1.11170 -0.27121 0.87316
C 2.02658 0.00598 -0.28772
C -0.62576 1.43781 -0.46359
C -1.46140 0.21450 -0.80700
C -0.07693 -0.85199 1.05553
C -1.31234 -0.95466 0.19396
H -1.40802 -1.90704 -0.34119
H 2.94431 -0.53517 -0.02001
H 0.13403 1.72312 -1.22508
H -2.50021 0.55592 -0.80587
H -1.24385 -0.09907 -1.83224
H 1.69787 -0.35663 -1.26404
H 2.29663 1.06374 -0.38610
H -0.25818 -1.17123 2.07816
H -2.15659 -0.93829 0.89810
H 1.61306 -0.01757 1.80116
*
```

## Properties
HOMO-LUMO gap: 10.0 eV
LUMO: 0.93 eV

=====

If we sort the structures by their calculated energies, the order from most to least stable is entry two, entry one.

=====

Entry one
One molecule with the formula C6H10O. Source: the Open Molecules 2025 dataset; level of theory: ωB97M-V with the def2-TZVPD basis set.

Structure (ORCA input):
```
! RIJCOSX wB97M-V def2-TZVPD def2/J DEFGRID3
* xyz 0 1
O -2.33995 -2.34499 -0.04751
C 1.09042 0.07551 0.37736
C 2.57417 0.25456 0.07112
C -1.08375 1.20052 -0.23653
C 0.21762 1.26349 0.08092
C -1.69354 -1.18397 0.22425
C -1.88317 -0.01786 -0.40905
H 0.97770 -0.19819 1.43685
H -2.83353 -2.23363 -0.87165
H 3.12776 -0.63405 0.39361
H -1.00313 -1.31617 1.05011
H 0.68682 2.24733 0.13065
H 2.74430 0.38191 -1.00311
H -2.68531 0.03192 -1.14780
H 2.99992 1.12058 0.58969
H 0.70974 -0.78112 -0.19321
H -1.60605 2.13418 -0.44569
*
```

## Properties
HOMO-LUMO gap: 9.1 eV
LUMO: 0.93 eV

=====

Entry two
C6H10O as an isolated structure. Source: the Open Molecules 2025 dataset; level of theory: ωB97M-V with the def2-TZVPD basis set.

Structure (ORCA input):
```
! RIJCOSX wB97M-V def2-TZVPD def2/J DEFGRID3
* xyz 0 1
O -1.64537 -0.41992 -0.94438
C 0.55109 0.25255 0.25955
C -1.28674 -1.42782 0.01940
C 1.66200 -0.53949 -0.37684
C -1.42882 0.67964 0.03643
C -0.66988 -0.36958 0.88662
C -0.14457 1.39132 -0.05214
H 1.14823 -1.14399 -1.14027
H 0.06189 2.45483 -0.08002
H 1.97793 1.64551 0.51881
H 2.00094 2.07845 -0.08622
H 2.18029 -1.23399 0.29188
H 2.39595 0.06692 -0.91158
H -0.59753 -2.18901 -0.36342
H -2.37407 1.18718 0.22095
H -2.16652 -1.89250 0.47279
H -0.74685 -0.29315 1.97123
*
```

## Properties
HOMO-LUMO gap: 9.6 eV
LUMO: 0.90 eV

=====

If we sort the structures by their calculated energies, the order from most to least stable is entry one, entry two.

=====

Entry one
One molecule with the formula C5H7NO. Source: the Open Molecules 2025 dataset; level of theory: ωB97M-V with the def2-TZVPD basis set.

Structure (ORCA input):
```
! RIJCOSX wB97M-V def2-TZVPD def2/J DEFGRID3
* xyz 0 1
O 0.55671 0.64943 2.47151
N 1.08624 -0.52679 0.61689
C -0.22480 -0.16442 -1.42014
C -0.99776 0.79973 0.76123
C 0.85840 -0.97100 -0.74276
C -1.04879 0.66716 -0.76769
C 0.25081 0.22642 1.36483
H -1.86567 1.11086 -1.34570
H 2.00407 -0.61004 1.02722
H 0.59574 -2.04310 -0.75273
H -0.81909 1.68345 1.39048
H -0.28791 -0.31489 -2.50467
H 1.80757 -0.89141 -1.29084
H -1.91554 0.38460 1.19237
*
```

## Properties
HOMO-LUMO gap: 10.4 eV
LUMO: 0.84 eV

=====

Entry two
C5H7NO as an isolated structure. Source: the Open Molecules 2025 dataset; level of theory: ωB97M-V with the def2-TZVPD basis set.

Structure (ORCA input):
```
! RIJCOSX wB97M-V def2-TZVPD def2/J DEFGRID3
* xyz 0 1
O -1.53111 0.52866 -1.41478
N 0.81858 0.54514 1.11031
C -0.65191 0.36478 0.96171
C 0.83845 0.51163 -0.42965
C 0.84423 -1.01781 -0.40533
C 0.25248 -0.82109 0.97586
C -0.63662 0.95749 -0.42402
H -1.33548 0.58487 1.77714
H 0.26244 -1.51299 1.81365
H 1.60141 1.07795 -0.96397
H 0.28807 -1.56260 -1.17645
H -0.68904 2.04913 -0.36954
H -1.92695 -0.30339 -1.12477
H 1.86543 -1.40176 -0.33016
*
```

## Properties
HOMO-LUMO gap: 10.6 eV
LUMO: 0.88 eV

=====

If we sort the structures by their calculated energies, the order from most to least stable is entry one, entry two.

=====

Entry one
One molecule with the formula C5H7NO. Source: the Open Molecules 2025 dataset; level of theory: ωB97M-V with the def2-TZVPD basis set.

Structure (ORCA input):
```
! RIJCOSX wB97M-V def2-TZVPD def2/J DEFGRID3
* xyz 0 1
O 1.45038 0.42784 -0.31240
N 1.67063 -1.82229 0.48814
C -1.32189 -0.41156 -0.56307
C -0.39749 -0.64494 0.59694
C 0.37496 1.42934 -0.29650
C -0.85324 0.73923 0.26515
C 1.03696 -0.75231 0.25821
H -1.52188 1.25981 0.94467
H -2.33654 -0.77292 -0.44976
H -0.72314 -1.18796 1.47116
H -0.91315 -0.47495 -1.56998
H 2.64475 -1.85589 0.20635
H 0.61420 2.32347 0.29965
H 0.27547 1.74313 -1.33856
*
```

## Properties
HOMO-LUMO gap: 10.8 eV
LUMO: 1.01 eV

=====

Entry two
A 2-piece molecular cluster, C5H7NO overall. Source: the Open Molecules 2025 dataset; level of theory: ωB97M-V with the def2-TZVPD basis set.

Structure (ORCA input):
```
! RIJCOSX wB97M-V def2-TZVPD def2/J DEFGRID3
* xyz 0 1
O 2.90096 -0.55861 0.84596
N -2.79855 0.32678 0.81376
C -0.18832 -0.05805 1.02650
C -1.82509 0.09766 -0.21996
C 2.06165 -0.37911 -0.27358
C 0.63925 -0.11346 0.04942
C -1.38207 0.69510 1.08551
H -1.70624 -0.96895 -0.40590
H -3.10206 -0.55481 1.22869
H -1.26667 1.76986 1.18202
H 2.75101 0.18499 1.44283
H 2.41819 0.43589 -0.92395
H 2.13778 -1.30043 -0.86123
H -0.51555 0.36803 -0.89316
*
```

## Properties
HOMO-LUMO gap: 8.8 eV
LUMO: -0.17 eV

=====

Entry three
C5H7NO as an isolated structure. Source: the Open Molecules 2025 dataset; level of theory: ωB97M-V with the def2-TZVPD basis set.

Structure (ORCA input):
```
! RIJCOSX wB97M-V def2-TZVPD def2/J DEFGRID3
* xyz 0 1
O -2.01817 1.72194 0.04305
N -1.74210 -0.45429 0.77384
C -0.83122 -0.81629 -0.37180
C 0.16607 0.87500 0.78884
C 0.39181 -0.23252 -0.23479
C -1.35121 0.89817 0.60932
C 1.79052 -0.59305 -0.75172
H 0.52658 0.60795 1.78869
H 2.38939 0.24881 -1.13347
H 2.38379 -0.99990 0.08944
H 1.79201 -1.37622 -1.51854
H -1.25621 -1.30379 -1.24828
H -2.76820 -0.42721 0.69392
H 0.52694 1.85139 0.47150
*
```

## Properties
HOMO-LUMO gap: 9.7 eV
LUMO: 0.94 eV

=====

If we sort the structures by their calculated energies, the order from most to least stable is entry one, entry three, entry two.

=====

Entry one
One molecule with the formula C5H7NO. Source: the Open Molecules 2025 dataset; level of theory: ωB97M-V with the def2-TZVPD basis set.

Structure (ORCA input):
```
! RIJCOSX wB97M-V def2-TZVPD def2/J DEFGRID3
* xyz 0 1
O 0.67281 -1.37160 0.67050
N -0.48051 1.69888 -0.82531
C 0.23867 0.61706 -0.25297
C 1.66132 0.46331 -0.11284
C -1.70381 -1.03661 0.23738
C -0.30772 -0.53852 0.21474
C 1.85512 -0.75054 0.46200
H 2.73691 -1.30497 0.75524
H -2.15470 -0.99436 1.23430
H 0.13567 2.38636 -1.24443
H -1.04641 2.17924 -0.13515
H 2.43003 1.14481 -0.45262
H -2.29389 -0.41859 -0.44420
H -1.74348 -2.07448 -0.10663
*
```

## Properties
HOMO-LUMO gap: 9.0 eV
LUMO: 1.06 eV

=====

Entry two
C5H7NO as an isolated structure. Source: the Open Molecules 2025 dataset; level of theory: ωB97M-V with the def2-TZVPD basis set.

Structure (ORCA input):
```
! RIJCOSX wB97M-V def2-TZVPD def2/J DEFGRID3
* xyz 0 1
O 0.49725 1.21618 0.31727
N -2.56566 -0.58844 -0.06861
C 0.93894 0.00815 -0.07036
C -1.26949 -0.07061 -0.01593
C -0.09168 -0.89075 -0.40798
C -0.86532 1.19811 0.30320
C 2.42515 -0.16113 0.02095
H -2.50884 -1.59855 -0.14951
H -1.37457 2.14051 0.40494
H -3.06165 -0.35060 0.77680
H 2.78618 0.09033 1.02759
H 2.71423 -1.19194 -0.19244
H -0.63124 -0.18542 -1.27029
H 2.93800 0.50559 -0.67939
*
```

## Properties
HOMO-LUMO gap: 9.1 eV
LUMO: 0.84 eV

=====

Entry three
A 3-piece molecular cluster, C5H7NO overall. Source: the Open Molecules 2025 dataset; level of theory: ωB97M-V with the def2-TZVPD basis set.

Structure (ORCA input):
```
! RIJCOSX wB97M-V def2-TZVPD def2/J DEFGRID3
* xyz 0 1
O 1.69103 0.50462 -0.82681
N 2.22906 -1.74137 0.59817
C -1.36467 0.62155 0.45400
C 1.26674 -1.22230 1.04490
C -1.56977 -0.43136 -0.59675
C 0.96356 1.44791 -0.62013
C -1.02107 -0.59057 0.77384
H 0.47670 1.96995 -1.46117
H -2.56764 -0.85379 -0.72595
H 0.78261 1.85476 0.38763
H -0.95859 -1.29969 1.57008
H 2.87186 -1.27836 -0.01940
H -0.95986 -0.44168 -1.50654
H -1.83996 1.46034 0.92812
*
```

## Properties
HOMO-LUMO gap: 9.4 eV
LUMO: 0.57 eV

=====

If we sort the structures by their calculated energies, the order from most to least stable is entry one, entry two, entry three.

=====

Entry one
One molecule with the formula C7H13NO2. Source: the Open Molecules 2025 dataset; level of theory: ωB97M-V with the def2-TZVPD basis set.

Structure (ORCA input):
```
! RIJCOSX wB97M-V def2-TZVPD def2/J DEFGRID3
* xyz 0 1
O 0.78151 0.34361 3.23094
O 2.15546 0.88245 1.58768
N -1.46238 -0.17887 1.40993
C 0.69180 0.31251 -1.90971
C -0.05794 -0.06426 1.11167
C -0.01367 -0.38147 -0.49810
C 1.15703 -0.62487 -2.75323
C 0.94293 0.36220 1.87312
C -2.26332 -1.45791 1.35032
C 0.32251 1.80225 -2.14033
H -3.33058 -1.13225 1.35969
H -1.04146 -0.39310 -0.87665
H 2.77104 0.41255 1.10556
H -1.71651 0.21244 2.30894
H -2.00233 -2.29226 2.00490
H -0.74707 1.97815 -2.28064
H 1.44173 0.95595 3.66922
H 1.21315 -1.59202 -2.39135
H 0.19343 -1.45087 -0.66376
H -1.92967 -1.95975 0.38533
H 1.44851 -0.39224 -3.71319
H 0.68988 2.25835 -1.16560
H 0.75597 2.39940 -3.00473
*
```

## Properties
HOMO-LUMO gap: 8.3 eV
LUMO: 0.66 eV

=====

Entry two
One molecule with the formula C7H13NO2. Source: the Open Molecules 2025 dataset; level of theory: ωB97M-V with the def2-TZVPD basis set.

Structure (ORCA input):
```
! RIJCOSX wB97M-V def2-TZVPD def2/J DEFGRID3
* xyz 0 1
O -2.94373 1.67035 0.30581
O -2.57937 0.05758 -1.16848
N -0.44781 -0.94014 0.20783
C 1.29923 0.78931 -0.36586
C -0.75099 -2.47206 0.38667
C 0.98978 -0.78609 -0.17156
C 2.16328 1.56667 0.62359
C -2.37874 0.68165 -0.04796
C -1.17177 0.12198 0.81044
C 0.86512 1.27410 -1.51961
H -0.61784 0.92924 1.10744
H 0.29666 0.58306 -2.11427
H 2.93451 2.13424 0.06915
H 1.57898 2.38161 1.23607
H 1.63416 -1.19343 0.57275
H 0.04009 -2.94307 -0.16649
H -1.75571 -2.70419 -0.14624
H 1.07787 2.31376 -1.77076
H -1.59527 -0.37655 -1.22384
H 2.65072 0.89819 1.35022
H 1.22167 -1.08224 -1.10946
H -0.82185 -2.72681 1.39781
H -1.68900 -0.17717 1.73675
*
```

## Properties
HOMO-LUMO gap: 9.4 eV
LUMO: 0.62 eV

=====

If we sort the structures by their calculated energies, the order from most to least stable is entry two, entry one.